# 1
Below is C25H33AuBN4O4P as an isolated structure, with properties calculated with ωB97M-V/def2-TZVPD.

Positions of all 69 atoms, in Å:
Au (-0.19, -0.14, 0.39)
C (4.99, 0.01, 1.59)
O (4.24, -1.12, 1.16)
C (2.96, -0.99, 0.90)
O (2.32, 0.06, 0.87)
N (2.41, -2.21, 0.66)
N (1.02, -2.38, 0.67)
H (5.81, -0.39, 2.19)
H (4.37, 0.68, 2.18)
H (5.41, 0.55, 0.73)
H (3.01, -3.02, 0.80)
H (0.71, -2.84, 1.52)
H (0.67, -2.91, -0.14)
N (-0.44, 2.66, -1.06)
P (0.99, 1.87, -0.59)
C (2.03, 3.27, -0.06)
C (2.28, 4.21, -1.06)
C (2.96, 5.36, -0.74)
C (3.41, 5.58, 0.55)
C (3.18, 4.63, 1.54)
C (2.48, 3.47, 1.24)
C (1.64, 1.30, -2.16)
C (3.02, 1.12, -2.33)
C (3.51, 0.68, -3.54)
C (2.65, 0.43, -4.59)
C (1.28, 0.58, -4.43)
C (0.77, 1.00, -3.21)
C (-1.70, 2.46, -0.56)
C (-2.79, 3.22, -1.02)
C (-4.06, 2.91, -0.58)
C (-4.22, 1.88, 0.35)
C (-3.10, 1.23, 0.81)
N (-1.89, 1.50, 0.34)
H (-0.37, 3.38, -1.76)
H (1.95, 4.03, -2.08)
H (3.15, 6.10, -1.51)
H (3.95, 6.48, 0.79)
H (3.53, 4.80, 2.55)
H (2.28, 2.74, 2.00)
H (3.69, 1.35, -1.51)
H (4.58, 0.57, -3.68)
H (3.04, 0.10, -5.55)
H (0.60, 0.39, -5.25)
H (-0.29, 1.13, -3.08)
H (-2.62, 4.02, -1.72)
H (-4.91, 3.45, -0.96)
H (-5.20, 1.61, 0.70)
H (-3.17, 0.45, 1.55)
C (-2.79, -4.60, -0.71)
C (-2.55, -3.30, -1.47)
C (-2.27, -3.61, -2.94)
O (-1.33, -2.70, -0.93)
B (-1.59, -1.43, -0.60)
O (-2.84, -1.03, -0.81)
C (-3.63, -2.18, -1.23)
C (-4.42, -1.77, -2.47)
C (-4.59, -2.47, -0.08)
H (-2.01, -5.32, -0.95)
H (-3.75, -5.02, -1.00)
H (-2.79, -4.44, 0.36)
H (-1.44, -4.32, -3.01)
H (-1.99, -2.72, -3.49)
H (-3.14, -4.07, -3.40)
H (-3.77, -1.37, -3.24)
H (-5.14, -1.01, -2.19)
H (-4.96, -2.63, -2.87)
H (-4.05, -2.68, 0.84)
H (-5.24, -3.31, -0.32)
H (-5.20, -1.59, 0.09)

**LUMO**: -8.5 eV
**Total charge**: +2
**M**: 692.3 Da
**Energy**: -54255.9311 eV

=====

# 2
Below is C25H33BCsF10N9OSSbTe as an isolated structure, with properties calculated with ωB97M-V/def2-TZVPD.

Positions of all 83 atoms, in Å:
Cs (0.35, -0.24, -0.69)
N (1.19, 2.24, 3.23)
N (1.17, 2.94, 2.01)
C (0.09, 3.64, 1.63)
N (0.03, 4.01, 0.34)
S (-1.10, 4.14, 2.67)
H (2.15, 2.02, 3.45)
H (0.72, 1.34, 3.11)
H (1.80, 2.63, 1.28)
H (0.75, 3.76, -0.33)
H (-0.73, 4.58, 0.04)
C (-0.39, 1.24, -4.12)
N (-1.18, 0.72, -3.05)
C (-1.78, -0.39, -3.22)
C (-2.55, -1.09, -2.26)
C (-3.20, -2.32, -2.50)
C (-3.82, -2.67, -1.32)
C (-3.53, -1.65, -0.42)
N (-2.78, -0.69, -0.97)
C (-0.78, 2.64, -4.51)
C (-0.76, 3.02, -5.85)
C (-1.05, 4.32, -6.22)
C (-1.37, 5.26, -5.25)
C (-1.40, 4.88, -3.92)
C (-1.12, 3.58, -3.55)
H (-0.41, 0.58, -5.02)
H (0.65, 1.29, -3.78)
H (-1.71, -0.91, -4.20)
H (-3.19, -2.87, -3.43)
H (-4.41, -3.55, -1.13)
H (-3.85, -1.57, 0.61)
H (-0.50, 2.30, -6.61)
H (-1.02, 4.60, -7.27)
H (-1.58, 6.28, -5.54)
H (-1.64, 5.61, -3.15)
H (-1.14, 3.27, -2.51)
C (-3.23, 1.49, 3.70)
N (-2.07, 0.82, 3.16)
C (-1.72, 0.76, 1.85)
N (-2.59, 1.20, 0.93)
O (-0.61, 0.30, 1.54)
H (-3.24, 1.34, 4.78)
H (-4.14, 1.07, 3.28)
H (-3.21, 2.57, 3.50)
H (-1.29, 0.66, 3.79)
H (-3.49, 1.51, 1.25)
H (-2.59, 0.65, 0.02)
Te (0.70, -1.54, 3.21)
C (-0.25, -3.11, 4.26)
C (-0.09, -4.44, 3.84)
C (-0.67, -5.48, 4.52)
C (-1.44, -5.24, 5.65)
C (-1.61, -3.93, 6.09)
C (-1.01, -2.89, 5.40)
H (0.50, -4.63, 2.95)
H (-0.54, -6.50, 4.18)
H (-1.90, -6.06, 6.19)
H (-2.20, -3.74, 6.97)
H (-1.14, -1.87, 5.75)
C (3.72, -1.72, -2.01)
C (2.89, -2.86, -1.54)
N (1.91, -3.44, -2.19)
C (1.45, -4.43, -1.38)
C (2.17, -4.45, -0.22)
N (3.09, -3.45, -0.34)
H (3.24, -1.24, -2.86)
H (4.71, -2.06, -2.33)
H (3.86, -1.01, -1.20)
H (0.65, -5.06, -1.70)
H (2.13, -5.07, 0.65)
H (3.71, -3.11, 0.38)
F (3.88, -1.55, 1.55)
B (4.00, -1.20, 2.89)
F (3.51, -2.26, 3.66)
F (5.32, -0.97, 3.19)
F (3.22, -0.07, 3.12)
F (1.81, 1.61, -1.11)
Sb (3.23, 2.56, -2.01)
F (4.54, 1.52, -1.13)
F (3.19, 1.31, -3.47)
F (4.59, 3.55, -2.91)
F (1.92, 3.67, -2.86)
F (3.21, 3.82, -0.56)

**2S+1**: 2
**LUMO (alpha / beta)**: 3.8 / 3.5 eV
**Total charge**: -2
**M**: 1090.7 Da
**⟨S²⟩**: 0.758
**Energy**: -94999.2695 eV

=====

# 3
Below is a 2-piece molecular cluster, C25H33BO2S2 overall, with properties calculated with ωB97M-V/def2-TZVPD.

Positions of all 63 atoms, in Å:
C (5.84, 4.90, 0.05)
C (4.85, 3.85, 0.44)
C (4.88, 3.05, 1.55)
C (3.76, 2.14, 1.66)
C (2.84, 2.29, 0.64)
B (1.46, 1.36, 0.37)
C (0.24, 2.42, 0.50)
C (-0.16, 3.06, 1.64)
C (-1.29, 3.91, 1.40)
C (-1.68, 3.92, 0.08)
C (-2.78, 4.69, -0.54)
S (-0.68, 2.89, -0.89)
O (1.59, 0.79, -0.92)
C (1.86, -0.57, -0.66)
C (1.28, -1.40, -1.80)
C (3.38, -0.79, -0.58)
C (1.14, -0.79, 0.77)
C (-0.37, -0.92, 0.62)
C (1.72, -1.92, 1.62)
O (1.40, 0.43, 1.44)
S (3.42, 3.46, -0.51)
H (6.64, 4.97, 0.79)
H (6.29, 4.69, -0.93)
H (5.35, 5.89, -0.01)
H (5.68, 3.09, 2.27)
H (3.67, 1.44, 2.48)
H (0.33, 2.94, 2.60)
H (-1.79, 4.49, 2.17)
H (-3.30, 5.26, 0.23)
H (-2.38, 5.38, -1.30)
H (-3.48, 4.01, -1.03)
H (1.35, -2.46, -1.56)
H (0.24, -1.12, -1.98)
H (1.86, -1.20, -2.71)
H (3.60, -1.85, -0.45)
H (3.84, -0.46, -1.51)
H (3.83, -0.23, 0.25)
H (-0.66, -1.87, 0.18)
H (-0.84, -0.83, 1.61)
H (-0.76, -0.10, 0.00)
H (1.61, -2.88, 1.08)
H (2.78, -1.74, 1.83)
H (1.18, -1.98, 2.56)
C (-4.27, -1.04, -1.56)
C (-3.55, -1.76, -0.46)
C (-3.82, -1.28, 0.92)
C (-3.22, -3.13, -0.69)
C (-2.77, -4.00, 0.36)
C (-2.30, -5.27, 0.09)
C (-2.37, -5.81, -1.20)
C (-3.00, -5.07, -2.21)
C (-3.46, -3.77, -1.96)
H (-3.74, -1.08, -2.51)
H (-5.25, -1.52, -1.71)
H (-4.47, 0.01, -1.29)
H (-3.06, -1.55, 1.66)
H (-3.95, -0.19, 0.94)
H (-4.78, -1.71, 1.27)
H (-2.81, -3.64, 1.40)
H (-1.85, -5.86, 0.90)
H (-1.96, -6.79, -1.42)
H (-3.12, -5.49, -3.21)
H (-4.01, -3.25, -2.74)

**LUMO**: -4.1 eV
**M**: 440.5 Da
**Energy**: -52900.4574 eV

=====

# 4
Below is C25H33Br2F9INO11SSi2 as an isolated structure, with properties calculated with ωB97M-V/def2-TZVPD.

Positions of all 85 atoms, in Å:
C (1.59, -3.93, 4.57)
C (0.35, -3.03, 4.69)
C (0.27, -1.95, 3.60)
I (1.32, -0.21, 4.29)
Si (-1.56, -1.56, 3.33)
C (-2.24, -0.88, 4.97)
C (-3.53, -0.16, 4.70)
O (-3.90, 0.25, 3.63)
Br (-4.74, 0.12, 6.24)
O (-2.43, -2.97, 3.06)
Si (-2.63, -3.54, 1.52)
C (-2.47, -2.25, 0.15)
C (-2.74, -2.79, -1.23)
O (-3.32, -3.79, -1.53)
Br (-2.07, -1.62, -2.68)
C (-4.37, -4.27, 1.44)
C (-4.58, -5.46, 0.83)
C (-5.84, -5.99, 0.81)
C (-6.81, -5.26, 1.43)
C (-6.50, -4.06, 1.98)
N (-5.30, -3.51, 2.03)
S (-1.07, -5.06, 1.13)
C (-1.38, -6.42, 2.25)
O (0.21, -4.47, 1.45)
O (-1.15, -5.50, -0.24)
H (1.90, -4.00, 3.53)
H (2.40, -3.53, 5.18)
H (1.34, -4.91, 4.94)
H (0.30, -2.57, 5.67)
H (-0.51, -3.70, 4.63)
H (0.72, -2.30, 2.68)
H (-1.75, -0.51, 2.33)
H (-2.52, -1.74, 5.58)
H (-1.53, -0.23, 5.48)
H (-3.21, -1.48, 0.33)
H (-1.50, -1.76, 0.12)
H (-3.76, -5.98, 0.35)
H (-6.09, -6.93, 0.34)
H (-7.82, -5.62, 1.48)
H (-7.30, -3.49, 2.44)
H (-0.43, -6.76, 2.65)
H (-1.99, -6.05, 3.06)
H (-1.91, -7.19, 1.71)
C (5.89, 4.16, 1.86)
C (4.83, 5.22, 2.06)
O (3.55, 4.62, 2.36)
C (3.35, 4.26, 3.61)
O (4.11, 4.38, 4.52)
C (1.93, 3.69, 3.75)
F (1.64, 2.85, 2.75)
F (1.02, 4.67, 3.73)
F (1.78, 3.02, 4.90)
H (5.57, 3.44, 1.10)
H (6.83, 4.61, 1.55)
H (6.06, 3.60, 2.78)
H (4.68, 5.78, 1.14)
H (5.11, 5.93, 2.83)
C (1.69, 2.13, -3.46)
C (2.93, 1.42, -3.97)
O (4.13, 1.98, -3.38)
C (4.43, 1.54, -2.17)
O (3.83, 0.74, -1.52)
C (5.74, 2.19, -1.70)
F (5.77, 3.51, -1.95)
F (6.79, 1.65, -2.32)
F (5.90, 2.03, -0.39)
H (1.77, 3.19, -3.63)
H (0.81, 1.75, -3.98)
H (1.56, 1.97, -2.39)
H (3.04, 1.57, -5.04)
H (2.89, 0.35, -3.78)
C (-2.63, 4.58, -8.06)
C (-1.38, 3.88, -8.56)
O (-0.19, 4.46, -7.99)
C (0.13, 4.04, -6.78)
O (-0.47, 3.24, -6.12)
C (1.43, 4.71, -6.33)
F (1.44, 6.02, -6.61)
F (2.48, 4.17, -6.96)
F (1.62, 4.57, -5.02)
H (-2.56, 5.66, -8.25)
H (-3.51, 4.19, -8.56)
H (-2.75, 4.44, -6.99)
H (-1.28, 4.01, -9.64)
H (-1.42, 2.81, -8.36)

**LUMO**: 0.3 eV
**M**: 1069.5 Da
**Energy**: -249710.1403 eV

=====

# 5
Below is a 2-piece molecular cluster, C25H33F2I2N5O2Si overall, with properties calculated with ωB97M-V/def2-TZVPD.

Positions of all 70 atoms, in Å:
C (2.95, -3.61, 1.23)
C (1.52, -4.13, 1.26)
C (1.35, -5.61, 1.01)
N (0.50, -3.39, 1.54)
C (-0.02, -2.45, 0.57)
C (0.59, -2.72, -0.79)
N (1.13, -3.08, -1.73)
C (0.39, -0.95, 0.92)
F (1.27, -1.00, 1.95)
F (1.15, -0.48, -0.12)
C (-0.68, 0.08, 1.25)
C (-0.87, 1.18, 0.15)
Si (0.13, 2.76, 0.49)
C (0.45, 3.70, -1.12)
C (-1.01, 3.85, 1.56)
C (1.70, 2.37, 1.46)
C (2.91, 2.05, 0.82)
C (4.02, 1.73, 1.60)
C (3.98, 1.70, 2.99)
C (2.79, 2.04, 3.64)
C (1.68, 2.37, 2.86)
C (-1.57, -2.78, 0.46)
C (-1.61, -3.98, -0.47)
N (-1.59, -4.92, -1.12)
O (-2.34, -1.72, -0.16)
C (-2.57, -1.82, -1.44)
N (-2.63, -1.75, -2.59)
C (-2.31, -3.31, 1.74)
I (-4.26, -4.02, 0.97)
C (-2.63, -2.28, 2.84)
C (-3.74, -2.82, 3.81)
I (-0.93, -1.92, 4.14)
H (3.16, -3.31, 2.26)
H (3.64, -4.43, 1.00)
H (3.08, -2.79, 0.52)
H (0.74, -6.07, 1.80)
H (2.30, -6.14, 1.00)
H (0.86, -5.77, 0.05)
H (-0.35, 0.61, 2.15)
H (-1.66, -0.31, 1.48)
H (-0.73, 0.78, -0.85)
H (-1.92, 1.49, 0.21)
H (0.58, 3.01, -1.96)
H (1.32, 4.36, -1.04)
H (-0.42, 4.32, -1.37)
H (-1.65, 4.47, 0.92)
H (-1.66, 3.18, 2.13)
H (-0.44, 4.47, 2.25)
H (2.98, 2.06, -0.26)
H (4.94, 1.47, 1.09)
H (4.83, 1.42, 3.59)
H (2.68, 2.05, 4.71)
H (0.73, 2.63, 3.34)
H (-1.85, -4.19, 2.16)
H (-3.04, -1.35, 2.45)
H (-3.54, -2.37, 4.79)
H (-3.67, -3.89, 3.96)
H (-4.73, -2.47, 3.53)
C (-0.56, 4.97, -6.13)
C (-0.92, 4.07, -4.98)
O (-1.41, 4.50, -3.95)
N (-0.68, 2.74, -5.13)
C (-0.11, 2.04, -6.27)
H (-0.80, 5.99, -5.86)
H (0.51, 4.91, -6.34)
H (-1.12, 4.70, -7.02)
H (-0.95, 2.19, -4.32)
H (-0.83, 1.31, -6.64)
H (0.79, 1.52, -5.96)
H (0.13, 2.73, -7.07)

**LUMO**: -0.5 eV
**M**: 755.5 Da
**SMILES**: CC(C)=N[C@](C#N)(C(F)(F)CC[Si](C)(C)c1ccccc1)[C@](C#N)(OC#N)[C@H](I)[C@@H](C)I.CNC(C)=O
**Energy**: -67516.0178 eV

=====

# 6
Below is C25H33IrN5O5PS as an isolated structure, with properties calculated with ωB97M-V/def2-TZVPD.

Positions of all 71 atoms, in Å:
Ir (-0.57, -0.72, 0.70)
O (-2.23, 0.82, 1.22)
S (-3.11, 0.47, 0.05)
O (-4.42, 0.06, 0.37)
O (-2.30, -0.51, -0.74)
C (-3.09, 1.95, -0.96)
C (-4.21, 2.43, -1.60)
C (-4.06, 3.51, -2.46)
C (-2.81, 4.06, -2.67)
C (-1.69, 3.58, -2.01)
C (-1.83, 2.51, -1.13)
P (-0.43, 1.89, -0.16)
C (-0.21, 3.01, 1.24)
C (0.96, 2.93, 2.00)
C (1.09, 3.68, 3.15)
C (0.05, 4.49, 3.58)
C (-1.12, 4.57, 2.83)
C (-1.26, 3.83, 1.67)
C (0.94, 1.90, -1.34)
C (2.14, 2.58, -1.20)
C (3.11, 2.47, -2.18)
C (2.89, 1.66, -3.29)
C (1.70, 0.97, -3.43)
C (0.73, 1.07, -2.45)
H (-5.17, 1.97, -1.43)
H (-4.93, 3.90, -2.97)
H (-2.70, 4.89, -3.37)
H (-0.72, 4.03, -2.19)
H (1.76, 2.27, 1.68)
H (2.01, 3.64, 3.72)
H (0.15, 5.07, 4.48)
H (-1.93, 5.21, 3.15)
H (-2.18, 3.90, 1.09)
H (2.31, 3.25, -0.37)
H (4.03, 3.02, -2.09)
H (3.66, 1.57, -4.05)
H (1.52, 0.36, -4.31)
H (-0.21, 0.53, -2.54)
C (4.37, -0.17, 1.81)
O (3.31, -0.13, 2.78)
C (2.08, -0.28, 2.38)
O (1.74, -0.43, 1.20)
N (1.18, -0.24, 3.39)
N (-0.19, -0.39, 3.12)
H (5.29, -0.23, 2.38)
H (4.37, 0.74, 1.21)
H (4.27, -1.04, 1.16)
H (1.50, -0.13, 4.35)
H (-0.70, 0.48, 3.27)
H (-0.59, -1.10, 3.73)
C (0.70, -3.90, -2.83)
N (0.34, -4.52, -1.58)
C (0.76, -5.89, -1.45)
C (-0.07, -3.76, -0.52)
N (0.25, -2.49, -0.40)
N (-0.83, -4.35, 0.45)
C (-1.73, -5.44, 0.20)
C (-0.96, -3.68, 1.70)
H (0.54, -4.63, -3.63)
H (1.75, -3.62, -2.86)
H (0.07, -3.03, -3.02)
H (1.81, -5.97, -1.74)
H (0.20, -6.54, -2.12)
H (0.66, -6.25, -0.43)
H (0.90, -2.17, -1.11)
H (-1.77, -5.73, -0.84)
H (-2.73, -5.15, 0.52)
H (-1.45, -6.31, 0.81)
H (0.03, -3.52, 2.14)
H (-1.56, -4.28, 2.38)
H (-1.46, -2.69, 1.57)

**2S+1**: 6
**LUMO (alpha / beta)**: -8.3 / -13.1 eV
**Total charge**: +3
**M**: 738.8 Da
**⟨S²⟩**: 8.778
**Energy**: -67080.8484 eV